1.
A structure of composition C28H40NO2Tm. Source: the Open Molecules 2025 dataset; level of theory: ωB97M-V/def2-TZVPD.

Results
ΔE to the lowest compared entry with this formula, charge and spin = 20.0 kcal per mole
Charge = 0
M = 591.6 g mol⁻¹
Orbital gap (spin up / spin down) = 6.07 / 6.08 eV
2S+1 = 3

Geometry (Å):
O -1.75 -1.06 -2.17
C -2.91 -1.95 -1.86
C -2.70 -2.67 -3.17
H -3.84 -1.36 -1.84
H -2.74 -2.52 -0.95
C -1.82 -1.46 -3.57
H -3.58 -2.86 -3.77
H -2.09 -3.59 -3.04
C -2.55 -0.36 -4.32
H -3.29 0.10 -3.68
H -3.03 -0.74 -5.22
H -1.83 0.40 -4.59
C -0.50 -1.77 -4.21
H -0.09 -2.70 -3.81
H 0.18 -0.94 -4.05
H -0.67 -1.85 -5.29
Tm -0.25 0.48 -0.10
C 1.50 -2.18 0.17
C 0.71 -2.24 1.37
C -0.58 -2.71 1.02
H 1.05 -2.01 2.37
C -0.54 -3.06 -0.36
C 0.70 -2.63 -0.91
H 1.01 -2.71 -1.95
H 2.56 -1.92 0.10
H -1.43 -2.82 1.71
H -1.27 -3.68 -0.88
C 2.19 0.74 -1.03
C 1.44 0.34 -2.15
C 0.39 1.28 -2.35
H 1.71 -0.49 -2.82
C 0.51 2.31 -1.35
C 1.62 1.95 -0.51
H 2.00 2.51 0.35
H 3.12 0.28 -0.69
H -0.26 1.33 -3.22
H -0.14 3.18 -1.23
O -2.18 1.35 -0.28
C -3.35 1.64 -1.22
C -4.58 1.90 -0.34
H -3.42 0.75 -1.84
H -3.00 2.48 -1.82
C -4.15 1.83 1.11
H -5.36 1.16 -0.56
H -4.97 2.91 -0.55
C -2.67 1.51 1.10
H -4.67 1.06 1.69
H -4.27 2.80 1.61
H -2.45 0.58 1.66
H -2.18 2.42 1.48
C 5.61 -0.58 2.71
N 4.41 0.23 2.70
C 4.61 1.59 2.27
C 3.20 -0.41 2.23
C 2.01 0.31 2.80
C 2.08 0.67 4.17
C 1.07 1.41 4.81
C -0.02 1.79 4.04
C -0.05 1.43 2.69
C 0.89 0.65 2.06
H 6.08 -0.64 1.71
H 5.36 -1.59 3.04
H 6.31 -0.12 3.41
H 4.72 1.67 1.17
H 3.77 2.23 2.58
H 5.54 1.95 2.73
H 3.17 -0.40 1.13
H 3.21 -1.46 2.57
H 2.98 0.38 4.70
H 1.15 1.69 5.86
H -0.86 2.37 4.43
H -0.87 1.82 2.13

Atomic partial charges in e from the Löwdin method, atoms 1 to 8: -0.16, -0.14, -0.07, 0.11, 0.09, -0.55, 0.11, 0.13

***

2.
A structure of composition C28H41AsBF4N4S4SbSn. Source: the Open Molecules 2025 dataset; level of theory: ωB97M-V/def2-TZVPD.

Results
ΔE to the lowest compared entry with this formula, charge and spin = 12.2 kcal per mole
Charge = -2
M = 964.1 g mol⁻¹
Orbital gap = 5.35 eV
2S+1 = 1

Geometry (Å):
Sn 1.17 -2.09 -0.26
C -3.09 -2.73 -1.03
C -2.83 -3.32 0.37
C -3.02 -2.30 1.46
C -4.21 -2.26 2.19
C -4.35 -1.32 3.20
C -3.29 -0.46 3.46
C -2.16 -0.56 2.67
N -2.04 -1.44 1.68
N -1.90 -2.29 -1.75
C -1.32 -3.44 -2.44
C -0.08 -3.20 -3.28
C 0.13 -4.00 -4.38
C 1.22 -3.75 -5.21
C 2.02 -2.67 -4.94
C 1.78 -1.94 -3.78
N 0.77 -2.21 -2.96
C -2.18 -1.23 -2.71
C -2.84 -0.02 -2.10
C -3.98 0.54 -2.68
C -4.59 1.62 -2.05
C -4.05 2.09 -0.87
C -2.90 1.49 -0.39
N -2.30 0.47 -0.99
H -3.76 -1.88 -0.91
H -3.63 -3.48 -1.65
H -1.82 -3.72 0.44
H -3.54 -4.14 0.55
H -5.00 -2.97 1.97
H -5.26 -1.27 3.79
H -3.34 0.26 4.27
H -1.30 0.08 2.83
H -2.09 -3.83 -3.14
H -1.11 -4.23 -1.71
H -0.57 -4.81 -4.59
H 1.40 -4.39 -6.07
H 2.86 -2.41 -5.57
H 2.37 -1.07 -3.53
H -2.82 -1.61 -3.53
H -1.23 -0.91 -3.14
H -4.38 0.13 -3.59
H -5.48 2.07 -2.48
H -4.51 2.91 -0.33
H -2.44 1.83 0.53
S 4.34 -3.00 -2.07
As 4.92 -1.00 -1.09
S 3.03 -3.84 -0.74
S 2.74 -0.22 -0.65
S 5.62 0.13 -2.73
F -0.55 -3.48 3.98
B 0.44 -4.30 3.39
F -0.08 -5.60 3.23
F 1.57 -4.33 4.22
F 0.79 -3.79 2.11
C -0.16 4.81 1.36
C 0.88 4.03 2.16
C 0.29 3.56 3.49
Sb 1.57 2.23 1.03
C 2.71 3.34 -0.49
C 3.29 4.65 0.01
C 1.83 3.53 -1.72
C 3.21 1.92 2.46
C 4.58 1.71 1.82
C 2.85 0.72 3.33
H -0.55 5.66 1.93
H -1.01 4.17 1.10
H 0.26 5.20 0.43
H 1.73 4.68 2.36
H -0.55 2.88 3.32
H -0.09 4.41 4.07
H 1.03 3.04 4.09
H 3.51 2.65 -0.76
H 2.50 5.38 0.20
H 3.97 5.08 -0.74
H 3.85 4.52 0.94
H 0.97 4.18 -1.51
H 1.45 2.57 -2.07
H 2.40 3.98 -2.54
H 3.23 2.82 3.08
H 4.60 0.77 1.27
H 5.36 1.67 2.59
H 4.84 2.51 1.12
H 2.76 -0.19 2.73
H 1.90 0.86 3.86
H 3.63 0.53 4.09

Atomic partial charges in e from the Löwdin method, atoms 1 to 8: 0.64, -0.18, -0.10, -0.29, -0.04, -0.09, -0.08, -0.13

***

3.
An isolated molecule of C28H41N7O4. Source: the Open Molecules 2025 dataset; level of theory: ωB97M-V/def2-TZVPD.

Results
ΔE to the lowest compared entry with this formula, charge and spin = 0.0 kcal per mole
Charge = 0
M = 539.7 g mol⁻¹
Orbital gap = 8.60 eV
Structure (SMILES) = CC(C)N(CCCNC(=O)Nc1ccc(C(C)(C)C)cc1)C[C@H]1O[C@@H](n2ccc3c(N)ncnc32)[C@H](O)[C@@H]1O
2S+1 = 1

Geometry (Å):
C -4.78 -3.54 1.58
C -4.78 -2.68 0.31
C -4.41 -3.52 -0.91
N -3.93 -1.50 0.38
C -4.56 -0.36 1.04
C -5.55 0.35 0.09
C -5.21 1.83 -0.11
N -3.96 2.02 -0.79
C -2.86 2.52 -0.15
O -2.90 2.96 0.98
N -1.75 2.53 -0.97
C -0.41 2.70 -0.60
C 0.00 3.01 0.69
C 1.35 3.10 0.98
C 2.33 2.89 0.01
C 3.82 2.95 0.31
C 4.13 3.36 1.75
C 4.48 3.98 -0.62
C 4.43 1.57 0.06
C 1.90 2.61 -1.28
C 0.56 2.51 -1.58
C -2.56 -1.72 0.82
C -1.60 -0.78 0.09
O -0.35 -0.79 0.78
C 0.69 -0.74 -0.16
N 1.88 -1.26 0.44
C 2.15 -1.26 1.78
C 3.39 -1.76 2.02
C 3.94 -2.09 0.75
C 5.14 -2.63 0.24
N 6.15 -3.04 1.03
N 5.28 -2.78 -1.07
C 4.29 -2.42 -1.87
N 3.13 -1.91 -1.53
C 2.97 -1.76 -0.21
C 0.17 -1.56 -1.37
O 0.76 -1.22 -2.58
C -1.32 -1.18 -1.38
O -1.56 -0.11 -2.25
H -5.54 -4.31 1.51
H -3.82 -4.03 1.73
H -4.98 -2.93 2.46
H -5.79 -2.30 0.16
H -4.38 -2.89 -1.79
H -5.16 -4.30 -1.06
H -3.45 -4.01 -0.79
H -3.78 0.34 1.33
H -5.08 -0.67 1.96
H -6.57 0.27 0.46
H -5.50 -0.15 -0.88
H -5.13 2.34 0.85
H -6.01 2.30 -0.70
H -3.82 1.47 -1.63
H -1.86 2.10 -1.87
H -0.73 3.17 1.46
H 1.63 3.33 2.00
H 3.72 2.63 2.45
H 3.71 4.34 1.98
H 5.20 3.40 1.90
H 4.38 3.71 -1.67
H 4.02 4.96 -0.48
H 5.54 4.07 -0.40
H 4.25 1.23 -0.96
H 3.99 0.84 0.74
H 5.51 1.59 0.22
H 2.62 2.44 -2.07
H 0.25 2.27 -2.59
H -2.27 -2.75 0.60
H -2.43 -1.56 1.90
H -2.00 0.24 0.10
H 0.87 0.30 -0.50
H 1.41 -0.89 2.46
H 3.86 -1.88 2.98
H 6.15 -2.82 2.01
H 7.01 -3.33 0.59
H 4.46 -2.56 -2.93
H 0.29 -2.63 -1.14
H 1.72 -1.42 -2.49
H -1.95 -2.03 -1.67
H -0.84 -0.15 -2.90

Atomic partial charges in e from the Löwdin method, atoms 1 to 8: -0.05, -0.42, -0.06, -0.15, -0.17, -0.15, -0.19, 0.07